The following is a quantum chemistry calculation of C19H20N2O4S2 in the gas phase, from the OMol25 dataset.

Atoms and positions in Å:
C (-5.71198, -0.64795, 1.27110)
C (-5.40664, -1.54232, 0.07458)
S (-5.32921, -0.56896, -1.46860)
C (-3.82263, 0.28364, -1.16405)
C (-3.61450, 1.53559, -1.73215)
C (-2.42352, 2.20697, -1.52686)
C (-1.44865, 1.61435, -0.74595)
S (0.11262, 2.45196, -0.46798)
O (0.08248, 3.72152, -1.14450)
O (1.18682, 1.55467, -0.81530)
C (0.19789, 2.77069, 1.34019)
C (1.55614, 2.31395, 1.82912)
C (1.66335, 0.79718, 1.68003)
O (0.69788, 0.06784, 1.81924)
N (2.90806, 0.33892, 1.47947)
C (3.20316, -1.06439, 1.27447)
C (3.93116, -1.31040, -0.02050)
C (5.00249, -2.19262, -0.06672)
C (5.66768, -2.42587, -1.25766)
C (5.27157, -1.77222, -2.41186)
C (4.20560, -0.88907, -2.37047)
C (3.53418, -0.65845, -1.18250)
C (-1.63018, 0.37023, -0.17870)
C (-2.82313, -0.31457, -0.38440)
N (-2.97022, -1.59133, 0.14275)
C (-4.11563, -2.30711, 0.30315)
O (-4.09917, -3.45887, 0.67019)
H (-4.92420, 0.09003, 1.41396)
H (-6.65366, -0.12680, 1.11493)
H (-5.79034, -1.25536, 2.17062)
H (-6.21261, -2.26302, -0.07692)
H (-4.39507, 1.96581, -2.33941)
H (-2.23214, 3.17540, -1.95881)
H (0.03224, 3.83516, 1.47141)
H (-0.59630, 2.19176, 1.80422)
H (1.67945, 2.56049, 2.88765)
H (2.34063, 2.80727, 1.25546)
H (3.64782, 0.98850, 1.26478)
H (3.79858, -1.43659, 2.11696)
H (2.23988, -1.58502, 1.27759)
H (5.31599, -2.70264, 0.83357)
H (6.49879, -3.11544, -1.28277)
H (5.79321, -1.95098, -3.34056)
H (3.89169, -0.37631, -3.26733)
H (2.70263, 0.03041, -1.15529)
H (-0.84355, -0.06652, 0.41857)
H (-2.11860, -2.04950, 0.44529)

Cartesian forces (eV/Å) of the 3 atoms listed first:
C -0.028 -0.113 0.029
C -0.070 0.350 -0.163
S 0.086 -0.246 0.015

Summary:
E_LUMO   0.3 eV
Energy relative to the best compared isomer or geometry (same formula, charge and spin)   0.0 kcal/mol
Structure (SMILES)   C[C@H]1Sc2ccc(S(=O)(=O)CCC(=O)NCc3ccccc3)cc2NC1=O
Largest force on an atom   0.68 eV/Å
DFT total energy   -1942.92179 a.u.

Okay, here come the Löwdin numbers, in e, for every atom: atom 1 (C): -0.093, atom 2 (C): -0.520, atom 3 (S): 1.019, atom 4 (C): -0.462, atom 5 (C): -0.080, atom 6 (C): -0.053, atom 7 (C): -0.268, atom 8 (S): 0.729, atom 9 (O): -0.310, atom 10 (O): -0.305, atom 11 (C): -0.191, atom 12 (C): -0.128, atom 13 (C): -0.521, atom 14 (O): 0.032, atom 15 (N): 0.079, atom 16 (C): -0.119, atom 17 (C): -0.211, atom 18 (C): -0.051, atom 19 (C): -0.090, atom 20 (C): -0.094, atom 21 (C): -0.074, atom 22 (C): -0.028, atom 23 (C): 0.015, atom 24 (C): -0.228, atom 25 (N): 0.150, atom 26 (C): -0.507, atom 27 (O): 0.089, atom 28 (H): 0.079, atom 29 (H): 0.079, atom 30 (H): 0.089, atom 31 (H): 0.113, atom 32 (H): 0.109, atom 33 (H): 0.112, atom 34 (H): 0.105, atom 35 (H): 0.101, atom 36 (H): 0.134, atom 37 (H): 0.121, atom 38 (H): 0.153, atom 39 (H): 0.125, atom 40 (H): 0.132, atom 41 (H): 0.108, atom 42 (H): 0.101, atom 43 (H): 0.100, atom 44 (H): 0.105, atom 45 (H): 0.084, atom 46 (H): 0.101, atom 47 (H): 0.170

The following is a quantum chemistry calculation of C19H20N4O2 in the gas phase, from the OMol25 dataset.

Atoms and positions in Å:
C (4.97852, 1.91421, -0.71969)
C (4.67684, 0.51753, -0.27271)
C (5.69046, -0.30992, 0.19093)
C (5.42734, -1.60175, 0.61219)
C (4.13171, -2.08783, 0.58240)
C (3.10506, -1.27332, 0.14116)
C (3.36672, 0.02602, -0.28540)
C (2.23198, 0.84677, -0.79981)
O (2.26967, 1.43075, -1.86657)
C (1.04752, 0.86403, 0.05871)
C (0.95054, 0.49818, 1.39480)
N (-0.31913, 0.66139, 1.78184)
C (-1.07946, 1.10403, 0.73479)
C (-2.52817, 1.20020, 0.91466)
O (-3.06148, 1.01451, 1.99847)
N (-3.22708, 1.48019, -0.21399)
C (-4.66163, 1.36201, -0.27357)
C (-5.11359, 0.13752, -1.07623)
C (-4.72509, -1.19589, -0.42671)
N (-3.30781, -1.44960, -0.43310)
C (-2.48096, -1.48017, -1.52263)
C (-1.23795, -1.78239, -1.04794)
N (-1.28395, -1.94296, 0.30012)
C (-2.52862, -1.73925, 0.63426)
C (-0.24719, 1.25503, -0.35104)
H (4.65375, 2.05613, -1.74813)
H (6.04378, 2.12047, -0.65060)
H (4.44000, 2.63555, -0.10541)
H (6.70464, 0.06325, 0.21631)
H (6.23481, -2.22872, 0.96147)
H (3.91959, -3.09662, 0.90376)
H (2.09266, -1.64920, 0.10840)
H (1.71476, 0.15962, 2.06614)
H (-0.72230, 0.44591, 2.68122)
H (-2.72399, 1.55354, -1.08319)
H (-5.08292, 2.26602, -0.72577)
H (-5.00731, 1.28882, 0.76076)
H (-6.20060, 0.16554, -1.16404)
H (-4.69449, 0.19071, -2.08330)
H (-5.05519, -1.20550, 0.61518)
H (-5.23338, -2.00930, -0.95990)
H (-2.83474, -1.30660, -2.51812)
H (-0.31922, -1.89136, -1.58841)
H (-2.90986, -1.78613, 1.63478)
H (-0.49177, 1.59134, -1.33884)

Cartesian forces (eV/Å) of the 3 atoms listed first:
C 0.027 0.054 -0.149
C -0.066 -0.017 0.016
C -0.015 0.024 -0.018

Summary:
E_LUMO   0.7 eV
Energy relative to the best compared isomer or geometry (same formula, charge and spin)   0.0 kcal/mol
Structure (SMILES)   Cc1ccccc1C(=O)c1c[nH]c(C(=O)NCCCn2ccnc2)c1
Largest force on an atom   0.64 eV/Å
DFT total energy   -1105.56996 a.u.

Okay, here come the Löwdin numbers, in e, for every atom: atom 1 (C): -0.036, atom 2 (C): -0.209, atom 3 (C): -0.044, atom 4 (C): -0.080, atom 5 (C): -0.078, atom 6 (C): -0.036, atom 7 (C): -0.119, atom 8 (C): -0.325, atom 9 (O): 0.095, atom 10 (C): -0.151, atom 11 (C): -0.028, atom 12 (N): 0.117, atom 13 (C): -0.193, atom 14 (C): -0.459, atom 15 (O): 0.047, atom 16 (N): 0.079, atom 17 (C): -0.173, atom 18 (C): -0.154, atom 19 (C): -0.133, atom 20 (N): -0.088, atom 21 (C): -0.078, atom 22 (C): -0.156, atom 23 (N): 0.072, atom 24 (C): -0.190, atom 25 (C): 0.038, atom 26 (H): 0.080, atom 27 (H): 0.076, atom 28 (H): 0.091, atom 29 (H): 0.108, atom 30 (H): 0.102, atom 31 (H): 0.102, atom 32 (H): 0.112, atom 33 (H): 0.134, atom 34 (H): 0.167, atom 35 (H): 0.133, atom 36 (H): 0.120, atom 37 (H): 0.122, atom 38 (H): 0.114, atom 39 (H): 0.104, atom 40 (H): 0.132, atom 41 (H): 0.127, atom 42 (H): 0.111, atom 43 (H): 0.097, atom 44 (H): 0.130, atom 45 (H): 0.119

The following is a quantum chemistry calculation of C19H21AlF5INO7 as an isolated structure, from the OMol25 dataset.

Atoms and positions in Å:
C (4.61362, 2.98657, 1.40029)
C (3.29122, 3.00119, 0.53624)
O (2.48782, 1.92919, 0.96896)
C (3.72036, 2.84410, -0.90995)
O (2.68926, 3.12811, -1.86410)
C (1.69304, 2.20065, -1.84703)
C (0.42333, 2.59027, -1.94865)
I (0.00364, 4.66406, -2.15234)
C (-0.69024, 1.56209, -1.89007)
O (-1.67244, 1.64860, -2.59322)
C (-0.42428, 0.42421, -0.91157)
C (-1.41447, -0.16796, -0.12507)
C (-2.84584, 0.32892, -0.21128)
C (-3.82174, -0.71543, -0.84256)
C (-3.37691, -1.19586, -2.25381)
C (-3.30615, -2.73451, -2.38153)
O (-1.95698, -3.17495, -2.63119)
C (-1.01916, -1.19273, 0.75855)
C (-1.94471, -1.92884, 1.73310)
C (-2.39379, -3.29058, 1.14021)
F (-2.99516, -1.16742, 2.20530)
C (0.31184, -1.59015, 0.80906)
C (1.29283, -1.00820, 0.02665)
O (2.60507, -1.42739, 0.15248)
N (2.89272, -2.51771, -0.69946)
O (3.68173, -3.20019, -0.17508)
C (0.90450, 0.00290, -0.82425)
C (1.95689, 0.70455, -1.66819)
O (2.89089, 0.12693, -2.17469)
H (4.79977, 3.94552, 1.89885)
H (4.51333, 2.21194, 2.17249)
H (5.46517, 2.66781, 0.77650)
H (2.82505, 3.97847, 0.75625)
H (2.18537, 2.11241, 1.88311)
H (4.51899, 3.57606, -1.09473)
H (4.18617, 1.85468, -1.03505)
H (-3.24177, 0.58277, 0.78138)
H (-2.94865, 1.24594, -0.80175)
H (-3.89841, -1.53103, -0.11287)
H (-4.82365, -0.25961, -0.87493)
H (-4.14727, -0.86320, -2.96980)
H (-2.45100, -0.70001, -2.56638)
H (-3.60334, -3.16343, -1.41420)
H (-4.00922, -3.12095, -3.13796)
H (-1.86813, -3.97557, -2.10472)
H (-1.31745, -2.16926, 2.60396)
H (-2.27831, -4.04386, 1.93531)
H (-3.41775, -3.30234, 0.75780)
H (-1.70329, -3.61084, 0.34708)
H (0.64695, -2.38889, 1.47556)
F (-0.64679, 0.64861, 2.65681)
Al (0.58351, 0.82748, 3.82503)
F (1.51538, 2.24659, 3.47380)
F (1.59458, -0.55350, 3.74568)
F (-0.07610, 0.95381, 5.39598)

Cartesian forces (eV/Å) of the 3 atoms listed first:
C -0.223 -0.406 -0.307
C 1.327 0.175 1.678
O -0.357 0.116 -0.735

Summary:
E_LUMO   1.8 eV
Net charge   -1
Largest force on an atom   2.15 eV/Å
DFT total energy   -2357.78382 a.u.

Okay, here come the Löwdin numbers, in e, for every atom: atom 1 (C): -0.028, atom 2 (C): -0.383, atom 3 (O): -0.029, atom 4 (C): -0.140, atom 5 (O): -0.079, atom 6 (C): -0.284, atom 7 (C): -0.503, atom 8 (I): 0.900, atom 9 (C): -0.344, atom 10 (O): 0.070, atom 11 (C): -0.017, atom 12 (C): -0.080, atom 13 (C): -0.115, atom 14 (C): -0.158, atom 15 (C): -0.146, atom 16 (C): -0.245, atom 17 (O): -0.077, atom 18 (C): -0.106, atom 19 (C): -0.309, atom 20 (C): -0.019, atom 21 (F): 0.005, atom 22 (C): 0.055, atom 23 (C): -0.210, atom 24 (O): -0.020, atom 25 (N): 0.012, atom 26 (O): 0.073, atom 27 (C): -0.019, atom 28 (C): -0.231, atom 29 (O): 0.136, atom 30 (H): 0.073, atom 31 (H): 0.085, atom 32 (H): 0.071, atom 33 (H): 0.151, atom 34 (H): 0.058, atom 35 (H): 0.137, atom 36 (H): 0.136, atom 37 (H): 0.118, atom 38 (H): 0.106, atom 39 (H): 0.071, atom 40 (H): 0.110, atom 41 (H): 0.106, atom 42 (H): 0.099, atom 43 (H): 0.083, atom 44 (H): 0.108, atom 45 (H): 0.066, atom 46 (H): 0.145, atom 47 (H): 0.079, atom 48 (H): 0.062, atom 49 (H): 0.077, atom 50 (H): 0.146, atom 51 (F): -0.133, atom 52 (Al): -0.092, atom 53 (F): -0.180, atom 54 (F): -0.188, atom 55 (F): -0.199

The following is a quantum chemistry calculation of C19H21BN8O8PSr as an isolated structure, from the OMol25 dataset.

Atoms and positions in Å:
Sr (-0.20849, -0.23353, -0.25415)
C (0.10630, 0.08622, 4.60996)
C (-0.43882, -0.42577, 3.42360)
N (0.13539, 0.10789, 2.35093)
N (1.06275, 0.98060, 2.82819)
C (1.05991, 0.98080, 4.16985)
B (1.93830, 1.87531, 1.89218)
N (2.84691, 0.98788, 0.98772)
C (4.18679, 0.97995, 0.92611)
C (4.57871, 0.05602, -0.02113)
C (3.36729, -0.46485, -0.49917)
N (2.32623, 0.09294, 0.10936)
N (1.03293, 2.79779, 1.02847)
C (1.05322, 4.13833, 0.94469)
C (0.08233, 4.53568, 0.04892)
C (-0.49526, 3.32883, -0.37960)
N (0.07243, 2.28732, 0.21023)
H (-0.15691, -0.15207, 5.62652)
H (-1.23425, -1.14757, 3.29564)
H (1.73805, 1.62424, 4.70747)
H (2.65778, 2.56986, 2.58594)
H (4.75853, 1.63759, 1.56167)
H (5.58153, -0.19520, -0.32292)
H (3.19744, -1.21412, -1.25975)
H (1.75893, 4.70509, 1.53152)
H (-0.16593, 5.53954, -0.25211)
H (-1.28453, 3.15952, -1.09791)
O (-0.78715, -1.29173, -3.58603)
C (-1.11084, -0.29887, -2.92759)
O (-0.32994, 0.52064, -2.32780)
C (-2.59849, -0.01030, -2.74606)
C (-3.37304, 0.12632, -3.87022)
C (-4.72625, 0.42599, -3.74994)
C (-5.32591, 0.55977, -2.52861)
C (-4.55972, 0.34991, -1.39745)
C (-3.17822, 0.06445, -1.42310)
O (-2.45449, -0.15308, -0.38035)
N (-5.30253, 0.43916, -0.10658)
O (-6.31108, 1.12260, -0.09210)
O (-4.94743, -0.27109, 0.80872)
N (-5.55296, 0.56659, -4.97161)
O (-6.73829, 0.80843, -4.83903)
O (-4.98626, 0.49791, -6.04613)
H (-2.93054, 0.00433, -4.84882)
H (-6.37518, 0.79651, -2.44197)
C (-0.96981, -5.13316, 0.12764)
P (-1.46023, -3.42998, -0.11695)
C (-2.64985, -3.11047, 1.16809)
C (-2.35287, -3.44988, -1.65271)
O (-0.23282, -2.52692, -0.05886)
H (-1.83345, -5.79992, 0.15928)
H (-0.41463, -5.21135, 1.06327)
H (-0.31309, -5.43085, -0.69141)
H (-3.51393, -3.76509, 1.02967)
H (-2.98081, -2.06801, 1.11806)
H (-2.19370, -3.32031, 2.13711)
H (-2.90576, -4.38926, -1.71221)
H (-1.65428, -3.35104, -2.48637)
H (-3.05672, -2.61766, -1.71519)

Cartesian forces (eV/Å) of the 3 atoms listed first:
Sr 1.675 0.544 1.784
C -0.012 -0.019 -0.059
C -0.051 -0.040 -0.107

Summary:
E_LUMO   2.3 eV
Net charge   -1
Energy relative to the best compared isomer or geometry (same formula, charge and spin)   15.1 kcal/mol
Largest force on an atom   2.51 eV/Å
DFT total energy   -2173.73088 a.u.

Okay, here come the Löwdin numbers, in e, for every atom: atom 1 (Sr): 1.515, atom 2 (C): -0.078, atom 3 (C): -0.160, atom 4 (N): -0.011, atom 5 (N): -0.039, atom 6 (C): -0.104, atom 7 (B): -0.491, atom 8 (N): -0.042, atom 9 (C): -0.104, atom 10 (C): -0.078, atom 11 (C): -0.155, atom 12 (N): -0.030, atom 13 (N): -0.041, atom 14 (C): -0.104, atom 15 (C): -0.073, atom 16 (C): -0.149, atom 17 (N): -0.022, atom 18 (H): 0.081, atom 19 (H): 0.094, atom 20 (H): 0.111, atom 21 (H): 0.113, atom 22 (H): 0.111, atom 23 (H): 0.081, atom 24 (H): 0.108, atom 25 (H): 0.110, atom 26 (H): 0.081, atom 27 (H): 0.109, atom 28 (O): 0.016, atom 29 (C): -0.670, atom 30 (O): -0.244, atom 31 (C): -0.057, atom 32 (C): 0.055, atom 33 (C): -0.148, atom 34 (C): 0.052, atom 35 (C): -0.056, atom 36 (C): -0.321, atom 37 (O): -0.263, atom 38 (N): -0.344, atom 39 (O): 0.048, atom 40 (O): 0.072, atom 41 (N): -0.364, atom 42 (O): 0.047, atom 43 (O): 0.053, atom 44 (H): 0.132, atom 45 (H): 0.126, atom 46 (C): -0.184, atom 47 (P): 0.555, atom 48 (C): -0.165, atom 49 (C): -0.150, atom 50 (O): -0.532, atom 51 (H): 0.053, atom 52 (H): 0.056, atom 53 (H): 0.060, atom 54 (H): 0.064, atom 55 (H): 0.041, atom 56 (H): 0.055, atom 57 (H): 0.060, atom 58 (H): 0.061, atom 59 (H): 0.058